(i)
ORCA calculation (ωB97M-V/def2-TZVPD) on the molecule C3H11ClN2Si.

Values from the calculation:
LUMO energy (eV): 0.77
HOMO-LUMO gap (eV): 9.93
HOMO level (eV): -9.155
SMILES string: CC[Si@](N)(Cl)NC

Positions of all 18 atoms, in Å:
Cl  2.2824  -0.2303  0.8688
Si  0.6564  -0.4455  -0.3685
N  -0.1085  1.1202  -0.5850
N  1.3844  -1.1535  -1.8739
C  -0.5085  -1.6103  0.4961
C  0.2653  2.3485  0.1674
C  -1.5484  -0.7938  1.2806
H  -0.4675  2.2787  1.1035
H  -0.1405  3.2056  -0.3773
H  -2.2341  -1.4806  1.8046
H  -1.0901  -2.3333  -0.0614
H  1.0647  -1.6159  -2.7360
H  -0.9131  -0.0231  1.7937
H  -2.2399  -0.1483  0.6864
H  2.1206  -0.6756  -2.2420
H  0.2131  -2.3591  1.0070
H  1.3806  2.3847  0.5612
H  -0.1169  1.5318  -1.5251

***

(ii)
ORCA calculation (ωB97M-V/def2-TZVPD) on the molecule C3H11ClN2Si.

Values from the calculation:
LUMO energy (eV): 0.81
HOMO-LUMO gap (eV): 9.82
HOMO level (eV): -9.005
SMILES string: CNN[Si](C)(C)Cl

Positions of all 18 atoms, in Å:
Cl  -2.0074  1.5059  -0.4812
Si  -0.9708  -0.2776  -0.2390
N  0.8124  -0.0092  -0.5205
N  1.4491  0.7699  0.5002
C  -0.9327  -0.8167  1.5797
C  -1.6384  -1.7138  -1.2832
C  1.4188  2.1514  0.2616
H  -2.7400  -1.7432  -1.3423
H  -1.3576  -1.6551  -2.4029
H  2.0799  2.3393  -0.6640
H  -0.2914  -1.6862  1.6752
H  -1.1382  -2.6555  -1.0577
H  -1.9973  -0.7533  2.0110
H  -0.3945  0.0248  2.2242
H  0.3445  2.4149  0.0624
H  1.1305  0.0814  -1.4380
H  2.3714  0.4213  0.5529
H  1.5130  2.6424  1.2193

***

Energetically preferred structure: (i) | next structure: +110.6 kJ/mol